Molecular formula: C6H7NS
Method: DFT, wB97M-V/def2-TZVPD

The geometry in XYZ format:
```
15
Properties=species:S:1:pos:R:3:forces:R:3
C -2.666109 0.543323 -0.514930 5.31 -1.69 2.47
C -0.747135 1.288106 1.081386 0.72 -0.65 0.16
C 0.148077 2.021917 0.447807 0.62 -0.07 -0.75
C -1.100615 0.079306 0.254336 -5.39 0.57 0.10
C -0.141246 -0.082636 -0.846340 1.93 -0.28 -1.92
C 1.001149 -1.043639 -0.482734 0.03 -0.05 0.17
N -3.695561 0.883931 -0.828261 -2.61 0.83 -0.97
S 0.650630 1.506168 -1.110289 -0.08 0.79 -0.75
H -1.009128 1.582262 2.082738 -0.63 -0.54 0.11
H 0.697106 2.861398 0.763480 0.04 1.12 0.83
H -1.461262 -0.885797 0.751191 0.88 1.44 -0.48
H -0.612531 -0.332495 -1.810123 0.09 -0.30 0.62
H 0.452634 -1.771751 0.084654 0.69 -1.02 0.59
H 1.882552 -0.600367 0.017426 -1.04 0.12 0.57
H 1.528814 -1.508659 -1.302069 -0.58 -0.25 -0.75
```
Positions in Å, forces in eV/Å.

Values from the calculation:
Gap between HOMO and LUMO   9.238 eV
Total energy   -685.68627 Eh
SMILES   C[C@@H]1SC=C[C@H]1C#N
HOMO energy   -8.7 eV
Maximum force   6.1 eV/A
ΔE to the lowest compared entry with this formula, charge and spin   52.5 kcal/mol
Total charge   0